ORCA calculation (ωB97M-V/def2-TZVPD) on a structure of composition C3H8GaO3 at a distorted geometry.

Geometry as XYZ:
```
15
C3H8GaO3 (ωB97M-V/def2-TZVPD)
O -0.5674 -2.6034 0.0788
C -1.4012 -1.5789 0.5187
C -1.0628 -0.1774 0.0022
O 0.1379 0.3711 0.5080
C 1.3482 -0.0461 -0.1873
H -1.4150 -1.5214 1.6284
H -2.4510 -1.7676 0.2092
H -1.8692 0.5106 0.3044
H -1.0341 -0.1860 -1.1050
H 2.1206 0.2526 0.5437
H 1.2837 0.4957 -1.1575
Ga 1.0565 -2.0172 -0.3983
H 0.8957 2.2321 0.1725
O 1.5302 2.9333 -0.0887
H 1.4280 3.1027 -1.0291
```

Values from the calculation:
Strongest force on any atom   3.017 eV/Å
Frontier orbital gap   6.9 eV
ΔE to the lowest compared entry with this formula, charge and spin   301.18 kJ/mol
Electronic energy   -61749.0695 eV
E_LUMO   -0.28441 Eh
Charge   +1

These are the Mulliken partial charges, in e, on atoms 1 to 2: -0.246 -0.309